*P*
Below is C4H3F3 in the gas phase, with properties calculated with ωB97M-V/def2-TZVPD.

```
10
Properties=species:S:1:pos:R:3:nbo_charge:R:1
C -0.85 0.13 -0.20 -0.651
C 0.47 0.63 0.28 -0.374
C -1.43 -0.92 0.68 0.441
C 1.61 0.03 -0.01 0.765
F -2.43 -1.51 0.05 -0.333
F 2.80 0.44 0.43 -0.302
F 1.76 -1.03 -0.79 -0.307
H -1.61 0.93 -0.13 0.270
H -0.82 -0.18 -1.25 0.253
H 0.50 1.48 0.94 0.239
```

Molecular weight = 108.06 g/mol
Highest occupied orbital energy = -0.3437 Eh
Total charge = 0

---

*Q*
Below is a molecular structure, C4H3F3, with properties calculated with ωB97M-V/def2-TZVPD.

```
10
Properties=species:S:1:pos:R:3:nbo_charge:R:1
C 0.78 0.30 1.11 -0.175
C 0.16 1.09 0.29 -0.320
C 0.12 -1.14 -0.12 0.270
C -0.41 0.21 -0.79 0.614
F -0.71 -1.92 0.55 -0.314
F 0.17 0.18 -2.01 -0.334
F -1.73 0.37 -1.03 -0.323
H 1.04 0.51 2.09 0.203
H -0.26 2.06 0.52 0.211
H 0.84 -1.66 -0.61 0.168
```

Molecular weight = 108.06 g/mol
Highest occupied orbital energy = -0.3795 Eh
Total charge = 0

---

*R*
Below is C4H3F3 in the gas phase, with properties calculated with ωB97M-V/def2-TZVPD.

```
10
Properties=species:S:1:pos:R:3:nbo_charge:R:1
C -1.11 1.57 0.38 -0.406
C 0.05 0.85 -0.03 0.333
F 1.29 1.50 -0.19 -0.329
C 0.18 -0.60 -0.07 0.215
F -1.11 -1.27 0.16 -0.367
C 0.99 -1.65 -0.35 0.221
F 2.06 -1.54 -1.23 -0.318
H -1.00 2.65 0.81 0.228
H -2.02 1.16 0.51 0.212
H 0.67 -2.66 0.01 0.209
```

Molecular weight = 108.06 g/mol
Highest occupied orbital energy = -0.3422 Eh
SMILES = C=C(F)/C(F)=C\F
Total charge = 0

---

Result of the stability comparison: *P* is the least stable of them.

---

*P*
Below is C17H24N4O3 in the gas phase, with properties calculated with ωB97M-V/def2-TZVPD.

```
48
Properties=species:S:1:pos:R:3:nbo_charge:R:1
C -5.67 -0.17 -2.17 -0.220
O -4.95 -0.76 -1.21 -0.487
C -3.90 -0.37 -0.68 0.348
C -3.33 0.62 -1.28 -0.411
C -2.22 1.21 -0.52 0.256
N -1.71 2.29 -0.93 -0.515
C -0.54 2.86 -0.66 0.256
N 0.10 2.31 0.38 -0.523
C -0.31 1.13 1.00 0.390
N 0.24 0.83 2.07 -0.560
C 1.60 0.91 2.40 -0.204
C 2.73 0.22 1.87 -0.420
C 2.85 0.11 0.52 -0.224
N 4.09 -0.19 0.07 -0.452
C 4.47 -1.45 0.07 -0.202
C 5.76 -1.84 -0.19 -0.112
O 5.97 -1.50 -1.73 -0.554
C 5.66 -0.02 -1.64 -0.105
C 4.34 0.36 -1.34 -0.254
C -1.52 0.81 0.54 -0.164
C -2.17 -0.54 0.82 -0.221
C -3.37 -1.01 0.71 0.283
O -3.85 -2.13 1.06 -0.491
C -5.22 -2.57 0.85 -0.189
H -6.45 -0.77 -2.50 0.195
H -5.93 0.73 -1.93 0.177
H -4.93 -0.28 -3.09 0.167
H -3.61 1.29 -1.97 0.240
H -0.18 3.80 -1.02 0.191
H -0.11 -0.18 2.27 0.376
H 1.71 2.21 2.20 0.214
H 1.55 1.02 3.62 0.219
H 3.60 0.60 2.53 0.251
H 2.60 -0.91 2.33 0.170
H 2.63 1.28 0.02 0.185
H 2.05 -0.30 0.05 0.189
H 4.28 -1.88 1.26 0.182
H 3.66 -2.04 -0.52 0.161
H 6.01 -2.80 -0.29 0.212
H 6.42 -1.40 0.47 0.181
H 6.03 0.13 -2.86 0.189
H 6.49 0.27 -1.18 0.190
H 4.14 1.37 -1.32 0.226
H 3.64 -0.10 -2.31 0.178
H -1.84 -1.25 1.84 0.153
H -5.15 -3.60 1.61 0.178
H -5.31 -3.00 -0.03 0.176
H -5.99 -2.00 0.95 0.175
```

Molecular weight = 332.40 g/mol
Highest occupied orbital energy = -0.2905 Eh
SMILES = COc1cc2ncnc(NCCCN3CCOCC3)c2cc1OC
Total charge = 0

---

*Q*
Below is 2 unconnected molecules or ions with the total composition C17H24N4O3, with properties calculated with ωB97M-V/def2-TZVPD.

```
48
Properties=species:S:1:pos:R:3:nbo_charge:R:1
C 0.12 0.26 4.03 -0.032
C -0.18 -0.68 3.32 0.026
C -0.48 -1.82 2.44 -0.122
C -0.14 -3.14 3.10 -0.405
C 1.35 -3.37 2.81 -0.434
C 1.71 -2.36 1.73 -0.233
N 0.42 -1.83 1.28 -0.607
C 0.54 1.37 4.83 -0.149
C -0.17 1.74 5.97 -0.145
C 0.30 2.84 6.70 -0.251
C 1.44 3.52 6.28 0.031
N 2.12 3.15 5.18 -0.408
C 1.68 2.10 4.47 0.064
H -1.53 -1.77 2.14 0.229
H -0.73 -3.94 2.65 0.203
H -0.34 -3.13 4.18 0.220
H 1.52 -4.39 2.47 0.208
H 1.95 -3.19 3.71 0.213
H 2.27 -2.83 0.90 0.204
H 2.33 -1.56 2.14 0.198
H 0.04 -2.42 0.55 0.348
H -1.06 1.20 6.28 0.225
H -0.22 3.17 7.60 0.219
H 1.79 4.36 6.86 0.196
H 2.23 1.81 3.58 0.204
C -1.30 -1.75 -3.56 -0.409
N -0.75 -0.77 -2.63 -0.609
C -0.61 0.56 -2.73 0.657
O -0.25 1.16 -1.74 -0.643
C -0.92 1.39 -4.01 -0.164
C -2.16 2.25 -3.77 -0.051
O -1.91 3.20 -2.76 -0.721
N -1.09 0.63 -5.25 -0.619
C -0.12 0.15 -6.04 0.676
C 1.33 0.49 -5.75 -0.718
O -0.40 -0.56 -6.98 -0.629
H -2.26 -1.41 -3.96 0.197
H -1.47 -2.69 -3.03 0.211
H -0.60 -1.94 -4.37 0.208
H -0.47 -1.11 -1.72 0.412
H -0.09 2.08 -4.14 0.241
H -2.42 2.78 -4.68 0.193
H -3.00 1.62 -3.47 0.157
H -1.45 2.76 -2.02 0.496
H -2.02 0.38 -5.54 0.405
H 1.96 -0.01 -6.49 0.249
H 1.60 0.13 -4.75 0.227
H 1.48 1.56 -5.82 0.230
```

Molecular weight = 332.40 g/mol
Highest occupied orbital energy = -0.3257 Eh
SMILES = C(#C[C@@H]1CCCN1)c1cccnc1.CNC(=O)[C@H](CO)NC(C)=O
Total charge = 0

---

*R*
Below is a molecular structure, C17H24N4O3, with properties calculated with ωB97M-V/def2-TZVPD.

```
48
Properties=species:S:1:pos:R:3:nbo_charge:R:1
C 2.67 1.24 -0.87 -0.182
C 1.34 1.20 -0.22 0.717
C 2.92 -0.28 -0.83 -0.417
C 3.12 -1.04 0.64 -0.424
C 4.15 -2.16 0.55 -0.432
C 5.66 -1.84 0.74 -0.216
C -0.95 1.16 -0.51 -0.175
C -1.10 2.68 -0.36 0.775
C -1.39 0.39 0.80 -0.413
C -2.96 0.29 0.94 -0.092
C -3.69 0.64 1.98 -0.022
C -3.84 -0.45 0.12 -0.110
C -5.21 -0.20 0.53 0.139
C -3.61 -1.16 -0.97 -0.170
C -6.25 -0.76 -0.11 -0.251
C -4.70 -1.84 -1.59 -0.242
C -5.98 -1.66 -1.21 -0.214
H 3.54 3.16 -0.36 0.398
H 4.19 1.63 0.87 0.355
H 2.59 1.58 -1.93 0.215
H 3.71 -0.49 -1.63 0.224
H 1.92 -0.99 -1.13 0.252
H 3.40 -0.23 1.27 0.195
H 1.97 -1.19 1.01 0.237
H 3.98 -3.01 1.16 0.216
H 4.05 -2.56 -0.59 0.189
H 6.07 -1.88 1.86 0.195
H 6.33 -2.58 0.10 0.196
H 5.10 0.07 0.56 0.332
H 5.88 -0.57 -0.88 0.355
H 0.39 1.82 -2.19 0.415
H -1.79 1.11 -1.39 0.234
H -1.11 0.95 1.74 0.241
H -0.95 -0.56 0.80 0.240
H -3.47 1.10 2.85 0.213
H -5.77 0.03 2.49 0.420
H -2.66 -1.20 -1.64 0.221
H -7.31 -0.99 0.47 0.217
H -4.46 -2.08 -2.70 0.211
H -6.67 -2.26 -1.92 0.234
H -2.68 2.37 0.87 0.515
N 3.79 2.11 -0.32 -0.843
N 5.95 -0.57 0.08 -0.825
N 0.28 0.88 -1.23 -0.662
N -5.00 0.37 1.76 -0.545
O 1.15 1.21 0.98 -0.609
O -0.29 3.55 -0.64 -0.593
O -2.30 3.01 0.03 -0.711
```

Molecular weight = 332.40 g/mol
Highest occupied orbital energy = -0.3159 Eh
Total charge = 0

---

Result of the stability comparison: *P* is the least stable of them.

---

*P*
Below is C2HNO2 in the gas phase, with properties calculated with ωB97M-V/def2-TZVPD.

```
6
Properties=species:S:1:pos:R:3:nbo_charge:R:1
N 2.32 -0.28 -0.03 -0.203
C 1.12 -0.29 -0.03 0.149
C -0.30 -0.36 0.04 0.697
O -1.05 -1.33 -0.05 -0.479
O -0.59 1.01 -0.07 -0.672
H -1.51 1.25 0.14 0.508
```

Molecular weight = 71.03 g/mol
Highest occupied orbital energy = -0.4480 Eh
SMILES = N#CC(=O)O
Total charge = 0

---

*Q*
Below is 2 unconnected molecules or ions with the total composition C2HNO2, with properties calculated with ωB97M-V/def2-TZVPD.

```
6
Properties=species:S:1:pos:R:3:nbo_charge:R:1
O -3.08 -0.46 0.70 -0.584
C -3.19 0.66 1.35 1.040
O -3.29 1.62 1.95 -0.457
C -0.04 -0.50 1.37 0.081
N 0.06 0.46 0.74 -0.306
H -0.04 -1.45 1.80 0.226
```

Molecular weight = 71.03 g/mol
Highest occupied orbital energy = -0.4551 Eh
SMILES = O=C=O.C#N
Total charge = 0

---

Result of the stability comparison: *P* is the least stable of them.

---

*P*
Below is 4 unconnected molecules or ions with the total composition C2H11NO4, with properties calculated with ωB97M-V/def2-TZVPD.

```
18
Properties=species:S:1:pos:R:3:nbo_charge:R:1
C 1.05 -0.30 -0.16 -0.730
C 0.53 1.00 0.27 0.667
N -0.80 1.07 0.61 -0.857
O 1.30 1.99 0.46 -0.606
H 2.09 -0.20 -0.67 0.261
H 0.51 -0.80 -0.89 0.218
H 1.13 -1.01 0.66 0.245
H -1.21 0.19 0.99 0.393
H -1.43 1.80 0.41 0.416
O -1.85 -1.04 -1.85 -0.939
H -1.24 -0.69 -1.15 0.471
H -2.65 -1.35 -1.40 0.460
O 4.53 2.50 0.47 -0.935
H 3.74 2.16 0.76 0.471
H 4.20 3.34 0.09 0.463
O -3.33 -2.61 0.71 -0.950
H -3.65 -2.54 -0.18 0.464
H -2.93 -3.54 0.86 0.487
```

Molecular weight = 113.11 g/mol
Highest occupied orbital energy = -0.3771 Eh
SMILES = CC(N)=O.O.O.O
Total charge = 0

---

*Q*
Below is 4 unconnected molecules or ions with the total composition C2H11NO4, with properties calculated with ωB97M-V/def2-TZVPD.

```
18
Properties=species:S:1:pos:R:3:nbo_charge:R:1
C -2.22 -0.48 -1.01 -0.715
C -1.02 0.23 -0.53 0.683
N -0.72 0.24 0.82 -0.846
O -0.45 0.94 -1.26 -0.587
H -2.59 -0.21 -1.92 0.235
H -3.04 -0.10 -0.32 0.230
H -2.18 -1.60 -1.05 0.238
H -0.44 -0.65 1.24 0.379
H -0.12 0.92 1.14 0.391
O 2.04 0.04 1.84 -0.946
H 2.36 0.69 2.51 0.480
H 2.17 -0.85 2.34 0.469
O 1.17 3.14 0.04 -0.953
H 2.04 2.87 -0.25 0.466
H 0.60 2.44 -0.19 0.478
O 0.38 -3.63 -0.60 -0.936
H 0.64 -3.22 0.23 0.464
H -0.06 -4.48 -0.35 0.473
```

Molecular weight = 113.11 g/mol
Highest occupied orbital energy = -0.3558 Eh
SMILES = CC(N)=O.O.O.O
Total charge = 0

---

*R*
Below is 4 unconnected molecules or ions with the total composition C2H11NO4, with properties calculated with ωB97M-V/def2-TZVPD.

```
18
Properties=species:S:1:pos:R:3:nbo_charge:R:1
C -0.80 0.97 -1.88 -0.715
C 0.13 -0.09 -1.31 0.681
N 1.20 0.36 -0.63 -0.828
O -0.06 -1.29 -1.38 -0.652
H -1.34 0.65 -2.76 0.235
H -0.08 1.71 -2.24 0.218
H -1.46 1.33 -1.11 0.255
H 1.32 1.24 -0.16 0.391
H 1.94 -0.26 -0.33 0.411
O 1.54 -0.91 1.96 -0.976
H 0.77 -1.46 1.80 0.498
H 1.83 -0.87 2.85 0.478
O -0.63 -3.76 1.23 -0.947
H 0.18 -4.15 0.91 0.466
H -0.79 -3.16 0.46 0.483
O -1.37 3.06 0.53 -0.936
H -0.87 2.68 1.24 0.469
H -1.51 3.95 0.81 0.471
```

Molecular weight = 113.11 g/mol
Highest occupied orbital energy = -0.3515 Eh
SMILES = CC(N)=O.O.O.O
Total charge = 0

---

Result of the stability comparison: *P* is the least stable of them.